Formula: C33H40BNO2S
Source: the Open Molecules 2025 dataset
Level of theory: ωB97M-V with the def2-TZVPD basis set

Geometry as XYZ:
```
78
C33H40BNO2S ωB97M-V with the def2-TZVPD basis set
S 0.871 -1.037 -4.901
O 1.435 -1.528 -1.086
O -0.483 -0.791 -2.318
N 2.278 4.867 -0.462
C -0.139 -0.753 4.611
C 2.333 -1.349 -5.806
C -2.153 -2.365 -1.674
C -3.967 0.637 2.880
C 2.290 -1.415 -7.282
C 1.088 -0.982 5.225
C -1.315 -0.700 -0.059
C 2.935 2.571 -0.914
C 0.397 -2.465 -0.901
C 1.950 3.597 -0.853
C 1.790 1.286 4.709
C 1.281 0.960 -1.648
C 3.420 -1.451 -4.967
C 0.300 1.947 -1.616
C 0.509 -3.009 0.522
C -2.747 -1.469 2.972
C -0.923 -1.586 -1.237
C -2.715 -0.043 3.019
C 3.632 5.375 -0.482
C 0.621 1.485 3.991
C 2.049 0.037 5.300
C 1.755 -0.932 -3.414
C 2.579 1.267 -1.277
C 1.294 5.844 -0.049
C 0.561 -3.612 -1.895
C -5.141 -0.059 2.650
C -3.939 -2.151 2.765
C 3.084 -1.252 -3.578
C -0.364 0.453 3.878
C -1.511 0.720 3.085
C 0.616 3.248 -1.204
C -5.143 -1.459 2.575
C -6.419 -2.180 2.290
B 0.918 -0.606 -2.057
H 4.309 4.683 -0.985
H 3.973 2.781 -0.654
H 0.326 5.372 0.128
H -0.932 -1.495 4.699
H 4.425 -1.648 -5.332
H -3.948 -3.248 2.730
H -6.269 -3.261 2.260
H 3.670 6.336 -1.016
H -0.182 3.993 -1.188
H -6.085 0.481 2.508
H 2.513 2.101 4.805
H -1.814 -2.036 3.043
H -7.177 -1.973 3.053
H 0.411 2.440 3.507
H 4.009 5.556 0.533
H -0.455 -0.169 0.371
H 3.336 0.480 -1.283
H 1.168 6.632 -0.802
H 0.494 -3.261 -2.934
H 1.300 -1.963 5.662
H -0.339 -3.672 0.731
H 1.607 -2.206 -7.608
H 1.929 -0.457 -7.675
H -2.484 -3.012 -0.852
H 3.289 -1.612 -7.672
H -1.547 1.715 2.626
H -1.779 -1.305 0.729
H -2.055 0.042 -0.389
H 1.545 -4.072 -1.747
H 2.985 -0.127 5.837
H 3.814 -1.318 -2.775
H 1.614 6.333 0.882
H -6.850 -1.872 1.331
H -1.954 -2.963 -2.569
H -2.955 -1.653 -1.900
H -0.722 1.721 -1.923
H 0.547 -2.200 1.260
H 1.436 -3.593 0.600
H -0.205 -4.376 -1.714
H -3.974 1.727 2.934
```

Net charge: 0
Gap between HOMO and LUMO (eV): 2.08
E_LUMO (eV): -3.7